One molecule with the formula C3H2I2N2 in a non-equilibrium geometry, computed with wB97M-V/def2-TZVPD.

Geometry as XYZ:
```
9
Properties=species:S:1:pos:R:3
I -3.24 0.68 0.07
C -1.26 0.05 -0.11
C -0.11 0.91 -0.31
N 0.99 0.07 -0.09
I 2.80 0.90 0.06
C 0.48 -1.23 0.17
N -0.83 -1.20 0.19
H 0.18 1.98 -0.26
H 0.99 -2.16 0.28
```

The energy above the lowest of the compared OMol25 structures with the same formula, charge and spin is 23.4 kcal per mole. Its SMILES is Ic1cn(I)cn1. The total energy comes out at -820.3656 Ha. The lowest unoccupied orbital energy is -0.83 eV. As for the charge: 0. The strongest force on any atom comes out at 0.065 hartree/bohr. Its spin multiplicity is 1.

Löwdin population analysis, charges in e, atoms 1 to 5:
1 I 0.799
2 C -0.841
3 C -0.233
4 N -0.605
5 I 0.921